Formula: C28H66O25S5
Source: the OMol25 dataset
Level of theory: ωB97M-V with the def2-TZVPD basis set

Cartesian coordinates (Å):
H: -2.14 -1.46 0.06
H: -7.64 -8.26 -0.07
H: -7.82 -0.02 7.95
H: -6.14 -7.31 -0.41
C: 10.69 0.19 6.07
H: -0.75 5.32 -6.83
H: -9.10 -1.67 -6.52
H: 1.66 7.62 -3.62
O: 0.26 -1.74 -1.34
H: 10.67 1.11 5.50
O: 1.70 3.99 -6.88
O: 2.08 5.32 -9.00
H: 8.86 -2.71 2.52
O: -0.24 -1.34 0.87
O: -10.19 3.19 4.76
C: -7.33 -7.85 -2.15
H: 4.37 -0.97 6.25
S: 5.85 -7.71 -4.05
H: -8.37 1.71 -2.98
H: 8.52 9.15 3.19
H: 2.98 -1.60 -1.23
H: -2.04 -1.79 1.75
H: 4.37 -7.47 -5.89
C: -9.27 4.25 7.07
H: 0.56 5.82 -5.07
H: -9.55 3.38 7.67
H: -10.17 4.86 6.97
O: -7.97 2.41 5.73
H: -9.51 1.39 6.70
H: 8.74 6.62 1.44
O: 4.57 -6.72 -3.62
H: -7.73 -8.85 -2.34
H: 3.52 -0.05 -0.78
H: 0.41 -4.36 7.49
C: 1.63 7.62 -4.71
H: -7.28 -5.41 -0.69
C: -1.51 -1.94 0.81
C: -0.34 5.46 -7.83
H: -6.72 0.95 -4.83
H: -7.49 -1.44 -6.95
O: 8.82 11.48 1.40
C: 8.46 6.78 0.40
C: 0.54 -1.28 -0.26
H: 3.37 -8.43 -3.70
C: -7.60 1.00 7.63
H: 11.46 0.06 6.84
O: 10.66 -0.94 5.29
H: -0.40 6.46 -8.25
C: 1.54 6.25 -5.29
H: -8.44 -5.97 0.54
H: -6.41 -7.68 -2.70
H: 0.38 -4.23 5.76
H: -7.33 -0.68 -4.56
C: -8.00 -6.18 -0.44
H: 3.92 0.35 7.45
C: 10.30 -0.98 4.02
H: -9.78 -7.06 -1.26
O: -8.33 -6.84 -2.61
S: -8.60 0.72 -6.84
C: -7.58 0.38 -4.50
H: -0.84 4.79 -8.53
C: -7.82 0.78 -3.11
O: 1.78 6.47 -6.66
O: 2.41 -1.04 6.90
C: -8.49 -1.11 -7.23
C: 0.10 -3.71 6.67
H: 2.77 -6.49 -1.29
H: -8.43 4.83 7.42
C: 2.61 -0.60 -1.03
C: 3.83 -0.70 7.16
H: 10.09 -1.93 1.62
H: 9.38 6.69 -0.19
H: 5.17 -9.03 -5.86
H: 4.35 -1.20 7.97
C: 2.10 -2.31 6.97
C: -7.19 -7.47 -0.67
O: 2.82 -3.27 7.27
O: 0.79 -2.45 6.67
H: -8.33 -0.04 -2.61
H: 7.92 5.88 0.11
H: 10.57 -3.49 2.05
H: 2.17 -8.08 -1.45
C: -8.46 1.25 6.45
O: 10.49 -2.27 3.68
H: -8.50 0.44 5.72
H: 6.06 -7.50 -6.41
O: -8.07 4.60 4.59
O: 5.73 -8.91 -3.18
C: -9.02 -6.34 -1.56
O: 9.81 -0.13 3.29
H: 2.25 -0.23 -1.99
C: 9.94 -2.67 2.41
H: -8.76 -1.37 -8.26
O: 8.46 9.29 0.26
O: 6.48 10.66 0.57
H: 7.57 8.13 -1.08
C: 3.29 -7.44 -3.26
S: 1.48 5.19 -7.68
C: 5.33 -7.96 -5.74
H: 6.83 8.64 2.93
H: -1.41 -3.02 0.68
H: -9.47 -5.44 -1.98
C: 3.04 -7.47 -1.69
H: 2.39 8.28 -5.15
O: 1.64 -0.62 -0.03
S: -8.94 3.66 5.39
H: 7.13 10.19 3.62
H: 6.75 8.17 0.50
H: 3.90 -7.84 -1.12
H: 2.31 5.56 -4.95
S: 7.81 10.44 1.19
C: 7.53 9.48 2.89
H: -0.98 -3.68 6.66
O: -8.75 0.65 -5.19
O: -9.79 1.25 -7.45
H: 9.69 0.26 6.49
O: -7.36 1.32 -7.23
H: -6.86 0.92 -2.62
O: 7.05 -6.96 -4.12
H: -6.54 0.97 7.34
H: 2.48 -6.91 -3.76
H: -7.88 1.54 8.53
C: 7.72 8.12 0.00
H: 0.77 8.28 -4.82

SMILES string	CCOS(C)(=O)=O.CCOS(C)(=O)=O.CCOS(C)(=O)=O.CCOS(C)(=O)=O.CCOS(C)(=O)=O.COC(=O)OC.COC(=O)OC.COC(=O)OC.C1CCOC1
E_HOMO	-9.8	eV
electronic energy	-4978.12498	hartree
ΔE to the lowest compared entry with this formula, charge and spin	3.5651	eV
LUMO	0.009	hartree
gap between HOMO and LUMO	10.03	eV

***

Formula: C28H67IO19S6Si
Source: the OMol25 dataset
Level of theory: ωB97M-V with the def2-TZVPD basis set

Cartesian coordinates (Å):
H: -1.71 13.70 2.42
H: -0.86 -9.19 2.30
H: -2.55 1.42 -0.02
O: -0.72 -0.37 -7.63
H: -3.83 0.31 -6.00
H: -1.65 2.70 1.61
H: -0.97 1.33 -0.88
O: 2.07 11.05 2.57
S: 4.37 7.03 0.16
Si: -0.84 -1.61 -1.01
H: -1.36 -3.56 3.37
O: -0.08 9.96 3.26
H: 3.41 -0.18 -1.82
S: -1.72 -1.22 -7.04
H: -0.60 -3.21 -7.58
H: 0.06 14.06 4.11
O: 0.61 -5.73 5.30
H: 1.17 9.94 5.78
C: -3.80 0.35 -7.09
H: 2.33 -12.75 0.76
O: -6.96 -1.62 -0.40
C: -0.13 -4.45 -1.42
H: -0.84 -0.67 1.29
C: -1.14 -4.23 4.20
H: -4.96 -2.46 -2.16
H: 1.32 8.87 0.42
H: 1.07 -1.88 1.57
H: -3.45 0.23 -1.64
C: 1.88 9.99 4.96
H: 5.49 5.29 1.25
C: -0.11 -4.05 -3.02
C: 1.35 -12.34 0.53
H: 4.05 9.67 -0.76
H: -3.09 1.65 -8.66
H: -2.12 1.71 -7.20
C: 1.70 -6.64 5.43
O: 0.63 12.11 4.29
C: 5.18 6.29 1.55
H: 1.70 -3.02 0.28
H: 4.48 6.24 2.38
H: -0.50 -3.56 0.61
C: -1.99 -1.32 -2.51
C: 1.87 -2.02 0.78
H: 1.50 -7.24 6.33
H: -2.01 -3.78 -0.45
O: -5.94 0.62 -1.09
H: -1.28 11.99 2.30
H: -3.69 2.51 -7.22
H: -2.14 -2.22 -3.18
C: -0.16 -7.89 0.72
H: -0.70 -7.00 1.06
H: 0.78 13.38 2.65
H: 0.69 0.20 -1.77
O: 3.91 8.40 0.89
C: 3.38 9.45 0.08
H: -1.87 -9.17 0.86
C: -3.44 -0.76 -2.17
H: 0.57 -12.99 0.94
H: -3.95 -0.58 -3.17
H: 3.83 -6.64 5.78
O: -0.21 -10.33 0.69
O: 3.21 6.25 -0.14
C: 1.98 9.13 -0.42
O: -3.17 -0.81 -7.62
O: 5.35 7.34 -0.84
H: 4.09 -0.48 -0.09
C: 3.37 -0.80 -0.89
H: 1.72 -7.34 4.59
H: 1.55 9.97 -0.96
O: 2.25 -9.91 0.69
O: 1.13 -10.91 2.70
H: 0.86 -7.81 1.10
H: -2.56 -0.84 0.77
H: -0.22 -5.59 -1.17
H: 3.33 10.34 0.70
H: 1.24 -12.23 -0.55
H: -0.10 -7.88 -0.37
H: -5.32 1.24 -0.66
C: -4.38 -1.83 -1.43
S: 1.08 10.74 3.57
S: -5.66 -0.89 -0.44
H: 0.17 -4.86 -3.74
H: 2.18 8.99 4.66
C: -1.29 12.85 2.97
H: -0.60 1.35 2.19
C: 3.03 -5.93 5.59
H: 6.05 6.89 1.82
H: 3.29 -5.37 4.69
H: 2.75 10.59 5.23
C: -0.86 1.95 1.28
H: -2.36 -3.46 -7.39
H: -3.82 -2.47 -0.69
O: -5.10 -0.75 0.94
S: 1.24 -10.75 1.28
O: 0.37 -5.87 2.82
C: -1.59 -2.81 -7.80
H: -4.84 0.34 -7.44
I: 0.81 3.15 0.54
H: 3.60 -1.88 -1.14
H: 2.98 -5.21 6.42
H: 2.87 -2.06 1.31
H: -1.11 -3.66 5.13
H: 1.99 8.27 -1.09
C: -1.55 -0.49 0.42
O: 1.41 -3.84 3.88
S: 0.46 -4.92 3.90
H: 0.19 -3.05 -3.40
C: -3.14 1.63 -7.57
H: 1.80 0.18 0.34
H: -1.87 -5.03 4.25
O: -1.82 -1.39 -5.61
C: 0.10 13.17 3.48
H: -1.96 12.60 3.80
H: -1.71 -2.69 -8.88
C: -0.95 -3.38 -0.42
C: -0.83 -9.16 1.21
C: 1.90 -0.79 -0.22
H: -1.49 -0.54 -3.17
C: 0.87 -0.88 -1.43
H: 1.35 -1.38 -2.33
C: -1.47 1.07 0.10
O: 1.13 -3.96 -2.03

SMILES string	CC(C)C[Si@@](CCCI)(CCCS(=O)(=O)O)C[C@H]1CO1.CCOS(C)(=O)=O.CCOS(C)(=O)=O.CCOS(C)(=O)=O.CCOS(C)(=O)=O.CCOS(C)(=O)=O
E_HOMO	-9.1	eV
electronic energy	-5512.70010	hartree
LUMO	0.010	hartree
gap between HOMO and LUMO	9.34	eV